1.
ORCA calculation (wB97M-V/def2-TZVPD) on C5H16N4 as an isolated structure in a non-equilibrium geometry.

Computed properties:
HOMO energy ... -14.80 eV
E_tot ... -418.5063 Ha
Spin multiplicity ... 1
Total charge ... +2
Frontier orbital gap ... 0.280 hartree

Positions of all 25 atoms, in Å:
C (-3.6086, 1.7652, -0.4426)
C (-3.2293, -2.0292, 0.0430)
C (-2.6148, 3.9922, -0.5780)
C (-3.6611, 3.1102, 0.0790)
C (10.8631, -1.6924, 0.4060)
N (-4.2430, -1.5603, -0.5659)
N (10.6517, -2.8196, 0.9710)
N (-4.4984, 0.8816, -0.1853)
N (-2.7471, -3.2425, -0.0353)
H (-2.5827, 3.8251, -1.7067)
H (-1.5691, 3.7965, -0.1501)
H (-2.7453, 5.0225, -0.4940)
H (-4.6658, 3.4736, 0.0931)
H (-3.6012, 3.0140, 1.2205)
H (10.8855, -0.8339, 1.2226)
H (11.1130, -1.5046, -0.5643)
H (-4.4982, -0.2692, -0.2685)
H (-4.2675, -1.9613, -1.5265)
H (10.4947, -3.7765, 0.5050)
H (10.6093, -2.9401, 2.0285)
H (-2.7715, -1.4561, 0.8203)
H (-5.3840, 1.1156, 0.3234)
H (-2.8682, 1.4126, -1.0819)
H (-3.0983, -4.0186, -0.6362)
H (-1.9633, -3.3046, 0.5229)

2.
ORCA calculation (wB97M-V/def2-TZVPD) on a 2-piece molecular cluster, C5H16N4O overall.

Computed properties:
HOMO energy ... -8.48 eV
E_tot ... -494.3078 Ha
Spin multiplicity ... 1
Frontier orbital gap ... 0.342 hartree

Positions of all 26 atoms, in Å:
H (0.1759, -2.2630, -1.6165)
N (0.4227, -1.9055, -0.6998)
C (-0.5894, -1.5550, 0.0022)
N (-1.9065, -1.6571, -0.4298)
N (-0.4043, -1.1421, 1.2852)
C (-1.4690, -0.5688, 2.0675)
C (0.9470, -0.9476, 1.7561)
H (-2.0057, -1.8162, -1.4205)
H (-2.5784, -1.0055, -0.0610)
H (-1.7863, 0.4149, 1.6948)
H (-1.1143, -0.4383, 3.0878)
H (-2.3322, -1.2372, 2.0934)
H (1.5893, -1.6368, 1.2139)
H (1.2918, 0.0753, 1.5764)
H (0.9945, -1.1662, 2.8228)
C (-0.4728, 1.8400, -1.4602)
C (0.8952, 2.3718, -1.0431)
O (1.6885, 1.3994, -0.3995)
N (2.1228, 0.3998, -1.3405)
H (-1.0525, 2.6301, -1.9298)
H (-1.0109, 1.4719, -0.5896)
H (-0.3424, 1.0233, -2.1653)
H (1.4262, 2.7599, -1.9211)
H (0.7923, 3.1686, -0.3012)
H (3.1046, 0.2491, -1.1206)
H (1.6138, -0.4649, -1.1015)

3.
ORCA calculation (wB97M-V/def2-TZVPD) on a 2-piece molecular cluster, C5H16NO overall in a non-equilibrium geometry.

Computed properties:
HOMO energy (spin up / spin down) ... -3.10 / -11.28 eV
E_tot ... -329.9400 Ha
Spin multiplicity ... 2
Frontier orbital gap (spin up / spin down) ... 0.142 / 0.432 hartree

Positions of all 23 atoms, in Å:
C (0.7963, -0.9271, -0.7990)
C (0.0024, 0.3252, -0.1992)
C (0.6539, 1.0387, 0.9716)
C (2.0782, 1.4124, 0.7028)
C (0.5684, 0.4258, 2.3676)
N (-1.4659, -0.1120, 0.0877)
H (1.6284, -0.6470, -1.5128)
H (1.0806, -1.6466, -0.0279)
H (0.1352, -1.5416, -1.3899)
H (-0.0832, 1.0155, -1.0138)
H (0.0723, 1.9876, 1.0627)
H (2.3815, 2.2249, 1.2545)
H (2.8697, 0.6656, 0.7484)
H (2.3558, 2.0125, -0.1722)
H (0.9350, 1.2838, 3.0854)
H (-0.3895, -0.0996, 2.6513)
H (1.2930, -0.4368, 2.3139)
H (-1.7775, -0.4176, -0.8485)
H (-1.4517, -0.9015, 0.7601)
H (-2.1876, 0.6133, 0.4177)
H (-2.1250, -2.5943, -2.5755)
H (-2.4096, -1.3498, -3.3510)
O (-2.0826, -1.6293, -2.5348)

4.
ORCA calculation (wB97M-V/def2-TZVPD) on a 3-piece molecular cluster, C5H16NO overall in a non-equilibrium geometry.

Computed properties:
HOMO energy ... -13.69 eV
E_tot ... -329.7421 Ha
Spin multiplicity ... 1
Total charge ... +1
Frontier orbital gap ... 0.238 hartree

Positions of all 23 atoms, in Å:
C (-0.6095, 1.7436, 0.9617)
C (-0.9959, 0.8511, -0.1390)
C (-1.4602, -0.4759, 0.2305)
C (-0.1713, -1.1455, 0.9181)
C (-1.9748, -1.3293, -0.9302)
N (3.0038, -0.1351, 0.5043)
H (0.4344, 1.5774, 1.2730)
H (-0.5779, 2.7876, 0.6401)
H (-1.3087, 1.6497, 1.7905)
H (-1.3795, 1.3401, -1.0386)
H (-2.2063, -0.3181, 1.0171)
H (-0.1491, -0.8111, 1.9489)
H (-0.3134, -2.2085, 0.8547)
H (0.6797, -0.8017, 0.3437)
H (-2.5352, -2.1685, -0.5287)
H (-2.6877, -0.7448, -1.5088)
H (-1.1382, -1.6468, -1.5478)
H (1.1384, 1.3633, -2.5905)
H (3.7332, 0.4070, 0.9497)
H (0.7560, 0.6625, -1.3460)
H (3.0833, -0.0850, -0.4803)
H (3.3832, -1.0320, 0.8119)
O (1.2959, 0.5201, -2.1344)

5.
ORCA calculation (wB97M-V/def2-TZVPD) on a 3-piece molecular cluster, C5H16NO overall in a non-equilibrium geometry.

Computed properties:
HOMO energy (spin up / spin down) ... -17.88 / -17.86 eV
E_tot ... -329.1351 Ha
Spin multiplicity ... 2
Total charge ... +2
Frontier orbital gap (spin up / spin down) ... 0.191 / 0.150 hartree

Positions of all 23 atoms, in Å:
C (-0.0227, -1.6468, 0.7547)
C (-1.2146, -0.7264, 0.5748)
C (-0.8974, 0.7349, 0.6083)
C (0.1017, 1.1521, 1.6746)
C (-2.1470, 1.5900, 0.5805)
N (1.1586, -0.9321, 0.3853)
H (0.1828, -2.0005, 1.7716)
H (-0.2278, -2.4799, 0.0429)
H (-1.7681, -0.9779, -0.3310)
H (-1.8464, -0.9589, 1.4338)
H (-0.3134, 0.9653, -0.4847)
H (-0.4477, 1.6886, 2.4551)
H (0.5661, 0.3199, 2.2122)
H (0.9652, 1.7053, 1.2936)
H (-2.7028, 1.5166, -0.3622)
H (-1.9541, 2.6524, 0.6800)
H (-2.7997, 1.2645, 1.3958)
H (1.9228, -1.5735, 0.1089)
H (0.8671, -0.3979, -0.4260)
H (-0.2176, 0.3350, -1.3229)
H (3.0104, -0.4324, -2.9634)
H (1.6324, 0.1941, -3.2428)
O (2.4177, -0.1567, -3.6727)

6.
ORCA calculation (wB97M-V/def2-TZVPD) on a 3-piece molecular cluster, C5H16NO2 overall in a non-equilibrium geometry.

Computed properties:
HOMO energy (spin up / spin down) ... -18.58 / -18.58 eV
E_tot ... -404.6245 Ha
Spin multiplicity ... 2
Total charge ... +2
Frontier orbital gap (spin up / spin down) ... 0.383 / 0.255 hartree

Positions of all 24 atoms, in Å:
C (0.2370, 1.9044, 1.4945)
C (0.8657, 0.5108, 1.3766)
C (0.1761, -0.5985, 0.7117)
C (0.2693, -1.9508, 1.0711)
C (-0.6848, -2.9251, 0.6917)
N (-0.2020, 2.6381, 0.2624)
H (1.0166, 2.5226, 1.9350)
H (-0.6171, 1.8471, 2.1653)
H (1.1509, 0.1957, 2.3815)
H (1.8132, 0.5984, 0.8139)
H (-0.5892, -0.3645, -0.0215)
H (0.9083, -2.2611, 1.8948)
H (-0.1055, -3.7748, 0.2734)
H (-1.3848, -2.5595, -0.0497)
H (-1.2318, -3.4656, 1.4728)
H (-0.9856, 2.2201, -0.2451)
H (0.5358, 2.7366, -0.4419)
H (-0.4662, 3.6016, 0.4960)
H (0.7130, -0.1763, -3.5537)
H (0.1810, -1.5339, -3.6459)
O (0.7524, -1.0122, -3.0581)
H (-0.1517, 0.1914, -2.0958)
H (-1.5407, 0.6220, -1.9541)
O (-0.6597, 1.0337, -1.9748)

7.
ORCA calculation (wB97M-V/def2-TZVPD) on a 3-piece molecular cluster, C5H16NO3 overall in a non-equilibrium geometry.

Computed properties:
HOMO energy ... -3.79 eV
E_tot ... -480.5969 Ha
Spin multiplicity ... 1
Total charge ... -1
Frontier orbital gap ... 0.280 hartree

Positions of all 25 atoms, in Å:
C (1.3599, 2.3554, -1.4579)
C (0.8037, 1.1659, -0.6213)
C (-0.5693, 1.6011, -0.0539)
C (-1.4362, 0.4611, 0.5266)
C (-0.7423, -0.5664, 1.4221)
O (-0.2066, -1.6537, 0.7482)
N (0.6942, 0.0111, -1.5005)
H (1.4972, 3.2014, -0.7893)
H (2.3053, 2.0141, -1.8805)
H (0.6698, 2.5532, -2.2672)
H (1.4602, 0.9473, 0.2217)
H (-0.3068, 2.2039, 0.8164)
H (-1.1019, 2.2423, -0.7609)
H (-1.8176, -0.0954, -0.3409)
H (-2.3417, 0.8919, 0.9679)
H (-0.0345, -0.1384, 2.1720)
H (-1.5325, -0.9273, 2.1346)
H (1.3526, -0.7285, -1.2706)
H (-0.2037, -0.4389, -1.5049)
H (1.7316, -1.4630, 1.2403)
H (1.4288, -2.7153, 1.7359)
O (2.2295, -2.1601, 1.7039)
H (-1.4703, -3.3029, -1.0361)
H (-1.6220, -2.4274, 0.2062)
O (-2.1472, -3.0315, -0.4118)

8.
ORCA calculation (wB97M-V/def2-TZVPD) on C5H16NP2 as an isolated structure in a non-equilibrium geometry.

Computed properties:
HOMO energy ... -12.80 eV
E_tot ... -937.2112 Ha
Spin multiplicity ... 1
Total charge ... +1
Frontier orbital gap ... 0.317 hartree

Positions of all 24 atoms, in Å:
C (2.2843, -2.1750, -0.0466)
C (1.6779, -0.8621, 0.3829)
C (1.2491, -0.1091, -0.9037)
C (1.1259, 1.3669, -0.7076)
C (-0.0336, 1.6779, 0.1375)
N (0.1085, 2.2673, 1.2563)
P (-3.9377, -0.7375, -0.2608)
P (-1.6368, 0.6849, -0.1368)
H (3.3468, -2.1538, -0.3461)
H (2.2242, -3.0298, 0.6664)
H (1.6944, -2.5367, -0.8834)
H (0.9920, -1.0838, 1.1827)
H (2.3623, -0.2428, 0.8427)
H (0.2275, -0.3935, -1.2843)
H (2.0331, -0.1404, -1.5996)
H (1.1378, 1.8450, -1.7373)
H (2.0249, 1.7988, -0.2705)
H (-3.4508, -1.2622, 0.8569)
H (1.0461, 2.4566, 1.6300)
H (-0.6528, 2.3297, 1.9865)
H (-5.2571, -0.6491, 0.3437)
H (-3.9875, -1.8797, -0.8346)
H (-2.4034, 1.4784, 0.8788)
H (-2.1749, 1.3500, -1.1530)

9.
ORCA calculation (wB97M-V/def2-TZVPD) on a 2-piece molecular cluster, C5H16NP2 overall in a non-equilibrium geometry.

Computed properties:
HOMO energy (spin up / spin down) ... -10.15 / -14.29 eV
E_tot ... -937.1322 Ha
Spin multiplicity ... 3
Total charge ... +1
Frontier orbital gap (spin up / spin down) ... 0.272 / 0.217 hartree

Positions of all 24 atoms, in Å:
C (2.6475, 1.7687, -1.0385)
C (1.1967, 1.3461, -0.8356)
C (0.8852, 0.0575, -1.5970)
C (-0.5211, -0.4876, -1.3322)
C (-0.7538, -1.1651, -0.0335)
N (-1.8574, -1.8475, 0.1062)
P (-2.4017, 0.0527, 2.9806)
P (0.2476, -0.8799, 1.4402)
H (2.8255, 2.0301, -2.0788)
H (2.8785, 2.6363, -0.4254)
H (3.3271, 0.9651, -0.7652)
H (1.0052, 1.2125, 0.2362)
H (0.5394, 2.1422, -1.1859)
H (1.6274, -0.7085, -1.3607)
H (0.9710, 0.2633, -2.6648)
H (-0.8184, -1.1654, -2.1392)
H (-1.2257, 0.3546, -1.3700)
H (-2.4913, -0.7326, 4.1230)
H (-2.5430, -1.9204, -0.6384)
H (-2.1150, -2.2515, 1.0027)
H (-1.8070, 1.1016, 3.6683)
H (-3.6810, 0.5611, 3.1445)
H (-0.0121, -2.1277, 2.0092)
H (1.4586, -1.2198, 0.8448)

10.
ORCA calculation (wB97M-V/def2-TZVPD) on a 2-piece molecular cluster, C5H16NSi overall in a non-equilibrium geometry.

Computed properties:
HOMO energy ... -14.70 eV
E_tot ... -543.9514 Ha
Spin multiplicity ... 1
Total charge ... +1
Frontier orbital gap ... 0.365 hartree

Positions of all 23 atoms, in Å:
C (2.8018, -0.7279, 0.1885)
C (-1.8481, -0.3036, -1.2586)
C (-2.2851, 0.0890, 1.1109)
C (1.3419, -0.9682, -0.3570)
C (0.4908, 0.0430, 0.4757)
N (-1.5293, -0.6880, 0.1127)
Si (0.7758, 1.9566, -0.0050)
H (3.5701, -0.2721, -0.5270)
H (3.3384, -1.6576, 0.4409)
H (2.9157, -0.1558, 1.0349)
H (-2.8287, -0.4378, -1.5619)
H (-1.7707, 0.8076, -1.4867)
H (-1.3531, -0.7728, -2.0489)
H (-2.7390, 1.0664, 0.7525)
H (-3.1376, -0.4156, 1.3474)
H (-1.7534, 0.2685, 2.0990)
H (0.9404, -2.0244, -0.2138)
H (1.4302, -0.8919, -1.3632)
H (0.3330, -0.0855, 1.5803)
H (-1.4633, -1.6910, 0.1747)
H (0.6867, 1.6578, -1.5379)
H (2.2066, 2.4317, 0.1992)
H (-0.1231, 2.7715, 0.8434)